A cluster of 14 separate species, C45H107N11O17 in total. Source: the Open Molecules 2025 dataset; level of theory: the ωB97M-V functional and the def2-TZVPD basis.

CARTESIAN COORDINATES (ANGSTROEM)
C -8.0872 5.1463 1.5137
O -6.9107 4.3830 1.5218
C -6.9946 3.2912 2.4186
C -5.6180 2.6634 2.5415
O -4.7627 3.5578 3.2296
C -3.4070 3.1998 3.0095
H -8.3635 5.4821 2.5218
H -8.9586 4.6282 1.0992
H -7.8998 6.0536 0.9391
H -7.6900 2.5449 2.0210
H -7.3055 3.6143 3.4171
H -5.2047 2.4252 1.5569
H -5.7335 1.6962 3.0488
H -3.0976 3.3306 1.9708
H -3.2728 2.1407 3.2545
H -2.8528 3.8759 3.6581
C -1.7903 1.4363 0.5897
O -1.3147 0.7290 -0.5354
C -0.0838 1.2847 -1.0103
C 0.5366 0.3028 -2.0112
O 0.9121 -0.9648 -1.5639
C 2.0477 -1.0021 -0.7332
H -1.2709 1.1176 1.4986
H -2.8376 1.1810 0.7744
H -1.8202 2.5060 0.3788
H 0.5786 1.3951 -0.1425
H -0.2452 2.2390 -1.5158
H 1.3727 0.8990 -2.4082
H -0.1869 0.1383 -2.8078
H 2.8263 -0.3586 -1.1593
H 2.4726 -1.9992 -0.6313
H 1.8729 -0.6754 0.2950
C 4.6911 -8.2085 -3.3125
O 4.5463 -6.9855 -2.6393
C 3.5728 -7.0863 -1.6158
C 3.7005 -5.9061 -0.6697
O 3.2035 -4.6758 -1.2050
C 1.7977 -4.6499 -1.3479
H 5.2385 -8.9321 -2.6931
H 5.3188 -8.0323 -4.1880
H 3.8380 -8.7814 -3.6936
H 3.7086 -8.0153 -1.0521
H 2.5649 -7.0594 -2.0400
H 4.7484 -5.6781 -0.4671
H 3.1695 -6.0858 0.2724
H 1.5645 -3.7109 -1.8498
H 1.2429 -4.7601 -0.4120
H 1.3817 -5.3959 -2.0363
C -0.5558 -2.1491 0.9008
C -1.4755 -3.0885 1.6411
O -2.2882 -3.8143 1.0986
N -1.3465 -3.0314 2.9865
C -2.1291 -3.8120 3.9307
H 0.3963 -1.8183 1.3096
H -1.0668 -1.2118 0.6507
H -0.3846 -2.5510 -0.0994
H -0.6404 -2.4637 3.4409
H -3.1932 -3.7728 3.7151
H -1.8760 -3.4577 4.9287
H -1.7961 -4.8550 3.9629
C -0.8607 5.0319 0.8756
C -2.0233 5.0022 -0.1051
O -1.8549 4.6333 -1.2671
N -3.1951 5.4142 0.3842
C -4.4240 5.5389 -0.4352
H -0.0435 4.3798 0.5837
H -1.2125 4.7958 1.8809
H -0.4566 6.0474 0.8857
H -3.2709 5.8072 1.3052
H -5.1472 4.8604 0.0101
H -4.2493 5.4246 -1.4970
H -4.7287 6.5772 -0.2837
C -2.8056 -0.0119 -3.6546
C -2.6444 -1.4954 -3.6970
O -3.1213 -2.1390 -4.6284
N -2.0104 -2.0735 -2.6555
C -1.7585 -3.4865 -2.5373
H -2.8907 0.3421 -2.6217
H -3.6792 0.3928 -4.1585
H -1.9482 0.5253 -4.0688
H -1.5979 -1.4511 -1.9766
H -2.0680 -3.8766 -1.5648
H -0.6790 -3.6640 -2.5936
H -2.2607 -4.0347 -3.3274
C -8.0631 0.8354 -2.6847
C -6.9358 1.1032 -1.7221
O -7.1559 0.9301 -0.5162
N -5.7487 1.5428 -2.1554
C -4.6532 1.9407 -1.3166
H -8.9704 0.7964 -2.0896
H -7.9257 -0.1751 -3.0788
H -8.1985 1.5508 -3.4940
H -5.6500 1.6696 -3.1487
H -4.9151 2.6085 -0.4901
H -3.9186 2.5183 -1.8738
H -4.2146 1.0986 -0.7787
C 7.6889 3.3085 -1.7342
C 6.4502 2.7093 -1.0436
O 5.4288 3.3753 -0.9658
N 6.5627 1.4178 -0.7329
C 5.4819 0.5662 -0.2814
H 7.8186 4.3157 -1.3445
H 7.3962 3.4401 -2.7774
H 8.5726 2.6776 -1.6910
H 7.4283 0.9578 -0.9470
H 5.7044 -0.0973 0.5498
H 5.1860 -0.0573 -1.1332
H 4.5732 1.1037 -0.0212
C 3.8465 5.1076 1.3317
C 2.9503 3.9030 1.3785
O 1.7869 3.9220 0.9807
N 3.4783 2.8047 1.9392
C 2.7732 1.5328 1.9642
H 3.2815 6.0313 1.2351
H 4.5084 5.0547 0.4613
H 4.5317 5.2028 2.1766
H 4.4459 2.7816 2.2040
H 2.2526 1.3142 1.0352
H 2.0865 1.4609 2.8062
H 3.5587 0.7875 2.0910
C -8.1825 -0.8398 2.3026
C -6.7744 -1.3744 2.4149
O -6.4271 -2.1202 3.3150
N -5.9544 -1.0549 1.3942
C -4.5361 -1.3832 1.4495
H -8.3657 -0.2613 1.3937
H -8.5212 -0.1763 3.0985
H -8.8595 -1.6951 2.2773
H -6.2718 -0.5006 0.6141
H -4.4708 -2.4459 1.6755
H -3.9924 -0.7823 2.1810
H -4.1402 -1.2300 0.4454
C 3.7108 -2.0026 -3.5825
C 5.1009 -1.8095 -4.1079
O 5.5448 -0.6593 -4.1216
N 5.8629 -2.8859 -4.3722
C 5.4431 -4.2867 -4.1849
H 3.2915 -2.9682 -3.8705
H 3.0703 -1.2169 -3.9694
H 3.8366 -1.9873 -2.5006
H 6.7824 -2.7558 -4.7560
H 4.6754 -4.5543 -4.9150
H 4.9176 -4.3239 -3.2315
H 6.3038 -4.9406 -4.2362
C 4.4858 2.4078 -3.9678
C 3.0645 2.8926 -3.7206
O 2.1925 2.7399 -4.5707
N 2.8528 3.5139 -2.5456
C 1.5942 4.1573 -2.1886
H 4.5824 1.8881 -4.9183
H 4.7762 1.6853 -3.2052
H 5.1658 3.2564 -4.0676
H 3.5173 3.4629 -1.7873
H 1.1180 3.7932 -1.2831
H 0.8872 3.9178 -2.9865
H 1.7624 5.2339 -2.2193
C 5.7895 -3.0863 1.8105
C 4.3345 -2.7387 2.0039
O 3.8930 -1.6074 1.8411
N 3.5625 -3.7708 2.4311
C 2.1800 -3.6157 2.8514
H 5.9713 -3.5094 0.8206
H 6.1678 -3.6793 2.6380
H 6.3354 -2.1429 1.7802
H 3.8478 -4.7037 2.1895
H 1.8157 -4.5164 3.3363
H 1.5902 -3.4454 1.9425
H 2.0012 -2.7496 3.4849
C -1.2610 0.3254 4.7809
C 0.0460 -0.3914 4.9385
O 0.0977 -1.6124 5.0460
N 1.1448 0.3548 5.1251
C 2.4566 -0.2318 5.3072
H -1.3392 1.2824 5.2923
H -2.0118 -0.3573 5.1790
H -1.5177 0.4670 3.7288
H 1.0937 1.3565 5.0659
H 2.8007 -0.6354 4.3463
H 2.4029 -1.0598 6.0099
H 3.2009 0.5205 5.5554

The calculation puts the molecular weight at 1074.41 g/mol. Its calculated total energy is -99601.0710 eV. The maximum force comes out at 0.0351 Eh/bohr. The calculation puts the lowest unoccupied orbital energy at 0.14 eV.

These are the Löwdin partial charges, in e, on atoms 1 to 4:
1. C -0.12
2. O -0.20
3. C -0.19
4. C -0.20


A cluster of 14 separate species, C45H107N11O17 in total. Source: the Open Molecules 2025 dataset; level of theory: the ωB97M-V functional and the def2-TZVPD basis.

CARTESIAN COORDINATES (ANGSTROEM)
C 21.3809 20.2259 18.3955
C 19.9486 20.1467 17.9121
O 19.6387 19.1221 17.2924
N 19.2042 21.2600 18.0825
C 17.8776 21.3900 17.5960
H 21.9140 19.7570 17.5684
H 21.4962 19.6964 19.3412
H 21.8067 21.2293 18.4035
H 19.6172 22.1144 18.4281
H 17.8092 20.8999 16.6248
H 17.4918 22.4094 17.5978
H 17.2419 20.7811 18.2389
C 18.3960 14.4275 8.0956
C 18.0210 15.7518 8.7975
O 17.0299 15.8728 9.5317
N 18.9177 16.7335 8.7936
C 18.7491 18.0526 9.4448
H 19.4654 14.2174 8.0782
H 18.1641 14.4559 7.0309
H 17.8872 13.5487 8.4917
H 19.7288 16.5522 8.2196
H 19.4390 18.1237 10.2857
H 17.7565 18.2091 9.8671
H 18.8614 18.8272 8.6862
C 20.3929 16.2873 19.5414
C 19.0514 16.7673 20.0412
O 18.5659 16.3134 21.0926
N 18.3768 17.6307 19.3195
C 17.0176 18.0688 19.5910
H 20.1724 15.3295 19.0703
H 21.0613 16.2147 20.3994
H 20.7692 16.9698 18.7794
H 18.8559 17.9832 18.5033
H 16.3562 17.2434 19.3273
H 16.7156 18.9077 18.9639
H 16.8665 18.4504 20.6007
C 16.0910 9.3347 11.3215
C 15.8497 10.8228 11.1417
O 15.0110 11.2849 10.3363
N 16.6994 11.6071 11.7872
C 16.8039 13.0572 11.8203
H 17.1680 9.1744 11.3728
H 15.6189 8.6917 10.5786
H 15.7479 8.9632 12.2871
H 17.4020 11.1228 12.3275
H 17.2415 13.3146 10.8557
H 17.5066 13.3118 12.6137
H 15.8079 13.4861 11.9298
C 11.8312 18.2030 18.2106
C 13.0909 18.3297 17.4064
O 14.1639 18.0197 17.9495
N 13.0505 18.7999 16.1983
C 11.8324 19.0957 15.4340
H 11.6232 19.1718 18.6648
H 12.0147 17.4456 18.9726
H 10.9540 17.9088 17.6343
H 13.9293 18.8777 15.7066
H 12.0834 19.5908 14.4959
H 11.1800 19.8629 15.8510
H 11.2661 18.2100 15.1458
C 13.0067 15.2570 13.9568
C 11.5310 15.3493 14.3356
O 11.2708 15.3561 15.4878
N 10.6610 15.4138 13.3733
C 9.2684 15.8217 13.5013
H 13.3673 15.8471 13.1142
H 13.3230 14.2414 13.7191
H 13.4948 15.7292 14.8094
H 10.9724 15.3200 12.4171
H 8.5788 15.0736 13.1103
H 9.0876 16.7537 12.9657
H 9.0180 16.0399 14.5395
C 19.2749 14.0574 15.1028
C 19.2699 13.8419 16.5974
O 20.3610 13.7354 17.1754
N 18.1452 13.5837 17.2923
C 18.0837 13.1657 18.6590
H 18.9576 15.0903 14.9592
H 18.5702 13.4574 14.5270
H 20.2662 13.9609 14.6599
H 17.2669 13.6174 16.7949
H 17.9006 12.0923 18.6095
H 17.2451 13.6732 19.1358
H 19.0187 13.2615 19.2109
C 15.4116 11.5362 15.0225
C 15.3600 12.9780 15.5401
O 15.9104 13.9048 14.9359
N 14.7774 13.2379 16.7107
C 14.6900 14.5320 17.3518
H 14.9828 10.8662 15.7677
H 16.3874 11.1898 14.6822
H 14.7763 11.5094 14.1371
H 14.2464 12.4740 17.1038
H 14.9310 14.4456 18.4113
H 13.6562 14.8246 17.1676
H 15.4064 15.2396 16.9345
C 13.9776 14.5866 9.5821
C 12.7552 14.2075 10.4506
O 12.0554 15.0520 10.9607
N 12.6125 12.9312 10.7552
C 11.5827 12.3394 11.5997
H 14.7964 13.8846 9.4248
H 14.4305 15.5122 9.9375
H 13.5341 14.7879 8.6070
H 13.4780 12.4435 10.5731
H 11.9063 11.3601 11.9524
H 10.6729 12.0979 11.0502
H 11.3474 12.9415 12.4773
C 16.3860 16.5647 12.4903
C 16.6975 17.3962 13.7466
O 16.6284 18.6469 13.6322
N 16.9878 16.7548 14.9146
C 17.3059 17.5211 16.1246
H 15.3982 16.1304 12.6444
H 17.1397 15.7972 12.3143
H 16.3119 17.1722 11.5883
H 16.9724 15.7464 14.8590
H 17.6020 18.5630 16.0025
H 18.0860 16.9880 16.6681
H 16.3677 17.4415 16.6737
C 13.7390 19.2397 11.5762
C 12.6000 20.0573 11.0133
O 12.7744 21.2674 10.8181
N 11.4798 19.4722 10.6625
C 11.3301 18.0480 10.4932
H 14.5543 19.9325 11.7846
H 14.0836 18.5437 10.8114
H 13.4762 18.6165 12.4311
H 10.7460 20.0305 10.2501
H 12.0960 17.6394 9.8340
H 10.3311 17.9132 10.0785
H 11.3310 17.6072 11.4901
C 15.8771 21.4962 14.9550
O 14.5200 21.8331 14.7997
C 14.2595 23.0990 14.2141
C 12.7171 23.3666 14.2007
O 12.4780 24.7247 13.7065
C 11.1150 25.1069 13.8532
H 15.9495 20.4986 15.3882
H 16.3882 22.1870 15.6256
H 16.4014 21.5237 13.9997
H 14.8160 23.1796 13.2803
H 14.7292 23.7673 14.9357
H 12.2456 23.1936 15.1681
H 12.3337 22.5388 13.6042
H 10.8698 25.1783 14.9129
H 10.5412 24.3196 13.3642
H 10.8583 26.0752 13.4237
C 19.5405 19.4863 13.4645
O 20.9210 19.6104 13.2375
C 21.5878 20.2002 14.3638
C 23.0478 20.2087 13.9369
O 23.3843 18.8669 13.5554
C 24.7175 18.7228 13.1586
H 19.1333 18.7995 12.7225
H 19.0046 20.4331 13.3979
H 19.3794 18.9987 14.4259
H 21.5267 19.6055 15.2752
H 21.2275 21.2242 14.4624
H 23.6760 20.4442 14.7961
H 23.2932 20.9781 13.2049
H 25.0032 17.6718 13.1152
H 25.4073 19.0867 13.9200
H 24.9916 19.1710 12.2035
C 20.4670 14.7213 11.5974
O 21.4996 14.6489 12.5936
C 21.8206 15.7827 13.3533
C 22.8281 15.4446 14.3994
O 23.9915 14.7888 13.9095
C 25.0430 14.5950 14.8702
H 19.5239 15.0810 12.0087
H 20.2126 13.7578 11.1557
H 20.6595 15.4787 10.8376
H 21.0256 16.2873 13.9024
H 22.1172 16.6238 12.7266
H 22.3680 14.8200 15.1651
H 23.1135 16.3921 14.8565
H 24.7447 14.1496 15.8192
H 25.5953 15.5110 15.0799
H 25.7363 13.8900 14.4116

The calculation puts the molecular weight at 1074.41 g/mol. Its calculated total energy is -99599.0453 eV. The maximum force comes out at 0.0853 Eh/bohr. The calculation puts the lowest unoccupied orbital energy at 0.16 eV.

These are the Löwdin partial charges, in e, on atoms 1 to 4:
1. C 0.01
2. C -0.51
3. O -0.01
4. N 0.03